A molecular structure, C14H7ClKNO7. Source: the OMol25 dataset; level of theory: the ωB97M-V functional and the def2-TZVPD basis.

Each line ends with the Löwdin charge.
Atoms and positions in Å:
K (1.9954, 1.0804, -1.5541)  0.938
O (-4.1237, 2.1746, -1.9766)  0.024
C (-2.7507, 2.1861, -2.1017)  -0.303
C (-1.9666, 3.0490, -1.3546)  0.029
C (-0.5905, 2.9794, -1.5200)  -0.183
N (-0.0378, 2.1213, -2.3838)  0.029
C (-0.8014, 1.2663, -3.0817)  -0.176
C (-2.1854, 1.2764, -2.9785)  0.041
C (-0.0762, 0.2085, -3.9677)  -0.667
O (-0.8368, -0.5697, -4.5780)  -0.060
O (1.1824, 0.2674, -3.9368)  -0.134
C (0.3654, 3.8585, -0.6567)  -0.668
O (-0.2206, 4.6272, 0.1356)  -0.067
O (1.5912, 3.6727, -0.8631)  -0.117
H (-4.3509, 2.8156, -1.2997)  0.085
H (-2.3583, 3.7453, -0.6214)  0.110
H (-2.7532, 0.5525, -3.5450)  0.114
Cl (-0.5116, -4.5123, 5.0586)  0.560
C (0.3619, -3.5410, 3.8524)  -0.662
C (1.7386, -3.6552, 3.7570)  -0.127
C (2.4152, -2.8924, 2.8113)  -0.026
C (1.7358, -2.0200, 1.9647)  -0.126
C (0.3531, -1.9289, 2.0870)  -0.012
C (-0.3424, -2.6847, 3.0259)  -0.116
C (2.4874, -1.1845, 0.9382)  -0.654
O (3.7241, -1.3410, 0.8981)  -0.037
O (1.7773, -0.4120, 0.2305)  -0.206
H (2.2694, -4.3313, 4.4151)  0.090
H (3.4925, -2.9536, 2.7055)  0.109
H (-0.1656, -1.2458, 1.4243)  0.118
H (-1.4181, -2.6087, 3.1152)  0.095

Force components x, y, z for each atom (eV/Å):
K 1.2 0.3 -0.5
O -0.1 0.0 0.0
C -0.3 -0.1 0.0
C 0.1 0.0 0.0
C 0.1 -0.3 -0.3
N -0.9 0.3 -0.3
C 0.1 0.4 0.2
C 0.3 0.0 0.0
C 0.2 0.2 0.1
O 0.3 0.1 0.0
O -0.7 -0.3 -0.2
C 0.0 -0.1 -0.2
O 0.3 0.0 -0.1
O -0.5 0.2 0.3
H 0.0 0.1 0.1
H -0.1 0.0 0.0
H -0.1 0.1 0.0
Cl 0.2 0.2 -0.3
C 0.0 -0.1 0.1
C 0.1 0.0 0.0
C 0.0 0.0 0.0
C -0.3 -0.3 0.4
C 0.0 0.0 0.0
C -0.1 0.0 0.0
C 0.1 0.6 -0.6
O -0.3 0.0 0.0
O 0.3 -1.2 1.3
H 0.0 0.0 0.0
H -0.1 0.0 0.0
H 0.0 0.0 0.0
H 0.0 0.0 0.0

* highest occupied orbital energy: -2.961 eV
* molecular weight: 375.76 g mol⁻¹
* charge: -2
* multiplicity: 1
* gap between HOMO and LUMO: 0.2569 hartree
* maximum force: 1.844 eV/A